Record 1
Entry from the Open Molecules 2025 dataset: a 6-piece molecular cluster, C15H32BCl10O2 overall (ωB97M-V/def2-TZVPD).

Atoms and positions in Å:
B 2.8657 2.1254 3.3141
C 1.9305 0.7562 3.3456
C 0.8120 0.7400 2.2844
C 0.1608 2.1120 2.1171
O -1.2880 1.9807 1.8521
C -2.0753 1.9981 2.9410
C -2.8514 0.7232 3.1789
O -2.2127 2.9732 3.6491
H 3.9666 1.8704 3.8066
H 2.3256 2.9788 4.0145
H 2.9913 2.5695 2.1693
H 2.5649 -0.1171 3.1497
H 1.4739 0.5834 4.3321
H 1.2140 0.4065 1.3193
H 0.0150 0.0303 2.5617
H 0.2830 2.7276 3.0080
H 0.5654 2.6412 1.2550
H -2.9388 0.5629 4.2568
H -2.3976 -0.1331 2.6878
H -3.8669 0.8884 2.8012
Cl 3.4152 -1.8624 -0.8079
C 2.1437 -3.0427 -0.3920
C 1.5030 -2.7521 0.9383
Cl 2.6070 -2.9896 2.3148
H 2.5949 -4.0323 -0.4108
H 1.3843 -2.9814 -1.1697
H 0.6583 -3.4249 1.0833
H 1.1451 -1.7270 0.9918
Cl -4.6197 -1.8940 1.5348
C -4.7034 -0.9787 0.0085
C -3.5601 -1.3172 -0.9161
Cl -1.9959 -0.7478 -0.2912
H -4.7141 0.0797 0.2575
H -5.6457 -1.2412 -0.4699
H -3.7213 -0.8307 -1.8773
H -3.4903 -2.3915 -1.0704
Cl 2.0882 5.5296 4.9775
C 0.8646 4.6613 5.9164
C -0.5388 5.1152 5.6140
Cl -0.8713 6.7717 6.2201
H 1.1037 4.7701 6.9720
H 0.9681 3.6121 5.6311
H -1.2525 4.4563 6.1035
H -0.7366 5.1068 4.5463
Cl -0.1741 -4.4802 -2.6176
C -0.8080 -3.7845 -4.1307
C 0.0323 -4.1636 -5.3218
Cl 1.6533 -3.4245 -5.2525
H -0.8445 -2.7057 -4.0011
H -1.8214 -4.1597 -4.2620
H -0.4447 -3.8082 -6.2346
H 0.1659 -5.2400 -5.3888
Cl 3.2636 -0.5619 -9.7908
C 2.1200 0.0584 -8.5707
C 1.3998 -1.0514 -7.8511
Cl 0.2691 -1.9311 -8.9188
H 1.4248 0.7219 -9.0782
H 2.6998 0.6351 -7.8524
H 0.8073 -0.6350 -7.0387
H 2.0920 -1.7768 -7.4393

Relative energy (zero: lowest compared OMol25 entry of this formula, charge and spin): 0.00 kJ/mol
Maximum force: 0.6 eV/Å
E: -146071.241 eV
Charge: -1
Highest occupied orbital energy: -4.797 eV
LUMO level: 0.0569 Eh

Need the Löwdin charges? In units of e they are: B -0.4702; C -0.2907; C -0.2395; C -0.1447; O -0.0587; C -0.5414; C -0.0114; O 0.0869; H -0.0139; H -0.0496; H 0.0024; H 0.0343; H 0.0714; H 0.0911; H 0.0915; H 0.0982; H 0.1212; H 0.0890; H 0.0369; H 0.0734; Cl 0.5377; C -0.6874; C -0.6633; Cl 0.5572; H 0.0651; H -0.0023; H 0.0713; H 0.0343; Cl 0.5560; C -0.6539; C -0.6704; Cl 0.5860; H 0.0675; H 0.0684; H 0.0692; H 0.0623; Cl 0.5524; C -0.6748; C -0.6651; Cl 0.4931; H 0.0637; H 0.0549; H 0.0672; H 0.0575; Cl 0.5830; C -0.6503; C -0.6463; Cl 0.5781; H 0.0699; H 0.0722; H 0.0609; H 0.0685; Cl 0.5320; C -0.6618; C -0.6865; Cl 0.5256; H 0.0660; H 0.0752; H 0.0716; H 0.0189


Record 2
Entry from the Open Molecules 2025 dataset: a 8-piece molecular cluster, C48H40N8O16 overall at a distorted geometry (ωB97M-V/def2-TZVPD).

Atoms and positions in Å:
C 8.9565 1.4844 -1.3254
C 8.7622 1.6415 0.0380
C 7.6828 1.0712 0.6783
C 6.7492 0.3883 -0.0824
C 6.9435 0.1477 -1.4224
C 8.1085 0.6263 -2.0154
N 5.5407 -0.1195 0.5699
O 5.4761 -0.0576 1.7865
O 4.6747 -0.5924 -0.1306
H 9.7626 1.9738 -1.8538
H 9.3952 2.2845 0.6377
H 7.5547 1.1397 1.7458
H 6.3245 -0.4886 -2.0390
H 8.2768 0.4121 -3.0636
C -1.8526 3.9629 -4.2471
C -2.0059 3.4570 -5.5367
C -2.5301 4.2536 -6.5231
C -2.7830 5.5870 -6.2716
C -2.5076 6.1467 -5.0456
C -2.0669 5.3236 -4.0401
N -3.2691 6.4364 -7.3562
O -3.5890 7.5728 -7.0753
O -3.3304 5.9487 -8.4687
H -1.5306 3.3516 -3.4171
H -2.0651 2.3742 -5.5876
H -2.7373 3.8320 -7.4965
H -2.8453 7.1341 -4.7653
H -2.1804 5.6329 -3.0048
C -5.4520 -0.6768 6.0540
C -6.5514 -0.7339 5.2179
C -6.4237 -0.5092 3.8633
C -5.1691 -0.2887 3.3398
C -4.0766 -0.1905 4.1645
C -4.2048 -0.3920 5.5303
N -5.0776 -0.1225 1.8984
O -4.0619 -0.4249 1.3003
O -6.0692 0.3145 1.3579
H -5.6206 -0.9114 7.0979
H -7.5424 -0.9830 5.5738
H -7.2563 -0.6209 3.1851
H -3.0924 -0.0571 3.7343
H -3.2961 -0.5364 6.0997
C 0.7497 -0.6618 2.1439
C 1.7052 -0.6070 1.1419
C 1.3841 -0.1089 -0.0997
C 0.1178 0.3636 -0.3147
C -0.8609 0.3814 0.6577
C -0.5128 -0.1851 1.8602
N -0.1790 0.9080 -1.6457
O -1.0740 1.7428 -1.7336
O 0.5283 0.5591 -2.5777
H 1.0463 -0.9943 3.1276
H 2.7201 -0.9388 1.3151
H 2.0854 -0.1497 -0.9167
H -1.8123 0.8792 0.5638
H -1.2060 0.0006 2.6741
C -5.0137 4.6873 -0.4176
C -3.8484 3.9427 -0.5043
C -3.1666 3.6337 0.6666
C -3.6047 4.1096 1.8916
C -4.7606 4.8739 1.9862
C -5.4802 5.1137 0.8241
N -2.7821 3.9605 3.1001
O -2.0932 2.9657 3.2176
O -2.8923 4.8095 3.9592
H -5.6690 4.8172 -1.2696
H -3.5942 3.4433 -1.4293
H -2.2319 3.0924 0.5709
H -5.1444 5.2149 2.9355
H -6.4607 5.5709 0.8703
C -0.3584 -2.9595 -1.9158
C 0.0897 -3.3587 -0.6668
C 0.2721 -4.6994 -0.3546
C -0.0883 -5.6317 -1.3081
C -0.4937 -5.2698 -2.5768
C -0.5470 -3.9256 -2.8969
N 0.0300 -7.0504 -0.9809
O -0.3446 -7.8472 -1.8195
O 0.4508 -7.3554 0.1130
H -0.4839 -1.9091 -2.1361
H 0.3479 -2.6487 0.1093
H 0.6975 -5.0251 0.5837
H -0.6203 -6.0178 -3.3454
H -0.8005 -3.6180 -3.9035
C 4.2814 -3.6210 -3.8266
C 3.5855 -3.5885 -5.0277
C 2.9390 -2.4374 -5.4433
C 2.9972 -1.3065 -4.6469
C 3.7110 -1.3101 -3.4690
C 4.3377 -2.4670 -3.0507
N 2.2278 -0.1158 -5.0108
O 2.6695 0.9422 -4.5885
O 1.2746 -0.2268 -5.7548
H 4.6961 -4.5433 -3.4412
H 3.3794 -4.4625 -5.6347
H 2.3721 -2.4618 -6.3635
H 3.6994 -0.4598 -2.8017
H 4.8547 -2.5065 -2.1003
C -0.0124 -2.2605 7.7452
C -0.2810 -3.5391 7.2713
C 0.3845 -4.0178 6.1634
C 1.2755 -3.1849 5.5049
C 1.6423 -1.9631 6.0303
C 0.9126 -1.4596 7.0898
N 1.7802 -3.5697 4.1897
O 2.6898 -2.9323 3.7109
O 1.2767 -4.5398 3.6779
H -0.5647 -1.8541 8.5822
H -1.0071 -4.1716 7.7639
H 0.1851 -4.9944 5.7472
H 2.3920 -1.3438 5.5555
H 1.1799 -0.5047 7.5236

Relative energy (zero: lowest compared OMol25 entry of this formula, charge and spin): 101.29 kJ/mol
Maximum force: 2.1 eV/Å
E: -95083.103 eV
Highest occupied orbital energy: -9.771 eV
LUMO level: -0.0322 Eh
SMILES: O=[N+]([O-])c1ccccc1.O=[N+]([O-])c1ccccc1.O=[N+]([O-])c1ccccc1.O=[N+]([O-])c1ccccc1.O=[N+]([O-])c1ccccc1.O=[N+]([O-])c1ccccc1.O=[N+]([O-])c1ccccc1.O=[N+]([O-])c1ccccc1

Atomic partial charges in e from the Löwdin method, atoms 1 to 99: C -0.0604; C -0.0674; C -0.0014; C -0.1455; C 0.0049; C -0.0572; N -0.3308; O 0.0872; O 0.0637; H 0.1095; H 0.1112; H 0.1202; H 0.1023; H 0.1109; C -0.0546; C -0.0550; C -0.0090; C -0.1561; C -0.0121; C -0.0733; N -0.3562; O 0.0768; O 0.0755; H 0.0773; H 0.1152; H 0.1211; H 0.1212; H 0.1053; C -0.0707; C -0.0669; C -0.0051; C -0.1569; C -0.0004; C -0.0563; N -0.3479; O 0.0818; O 0.0843; H 0.1090; H 0.1108; H 0.1228; H 0.0983; H 0.1080; C -0.0477; C -0.0605; C -0.0117; C -0.1573; C 0.0044; C -0.0581; N -0.3142; O 0.0611; O 0.0704; H 0.0913; H 0.0920; H 0.1067; H 0.0979; H 0.0912; C -0.0641; C -0.0558; C -0.0022; C -0.1457; C -0.0031; C -0.0634; N -0.3542; O 0.0670; O 0.0851; H 0.1098; H 0.1046; H 0.1021; H 0.1192; H 0.1082; C -0.0494; C -0.0455; C 0.0147; C -0.1565; C -0.0065; C -0.0609; N -0.3586; O 0.0711; O 0.0807; H 0.0925; H 0.0872; H 0.1163; H 0.1189; H 0.1099; C -0.0608; C -0.0691; C -0.0066; C -0.1503; C -0.0142; C -0.0693; N -0.3527; O 0.0698; O 0.0824; H 0.1083; H 0.1093; H 0.1206; H 0.1069; H 0.0979; C -0.0711


Record 3
Entry from the Open Molecules 2025 dataset: a 7-piece molecular cluster, C23H54N11O6 overall (ωB97M-V/def2-TZVPD).

Atoms and positions in Å:
N -3.2101 -2.2636 1.0413
C -2.6276 -0.9375 1.0954
N -1.7033 -0.8256 2.2215
N -1.8484 -0.7748 -0.1053
C -3.6544 0.2666 1.2675
C -5.0797 -0.0987 1.3897
C -6.0522 -0.2645 0.4621
N -7.2088 -0.6277 1.1064
C -6.9820 -0.6995 2.4099
N -5.7099 -0.3939 2.5881
H -3.7837 -2.4371 0.2272
H -3.7038 -2.5195 1.8854
H -1.2777 -1.7299 2.4000
H -2.1790 -0.5472 3.0709
H -1.5565 0.1955 -0.2182
H -2.3402 -1.0439 -0.9501
H -3.5440 0.9357 0.4121
H -3.3612 0.8589 2.1380
H -5.9970 -0.1308 -0.6069
H -8.1004 -0.8118 0.6733
H -7.6961 -0.9553 3.1760
H -5.2615 -0.3546 3.4930
C 1.0701 3.2907 0.5537
C 0.1147 2.1299 0.5831
O -1.0836 2.2312 0.3025
N 0.5961 0.9268 0.9640
C 1.9355 0.5598 1.3579
H 0.5210 4.1889 0.2889
H 1.5311 3.4065 1.5335
H 1.8639 3.1259 -0.1755
H -0.1424 0.2401 0.9803
H 2.3373 -0.2178 0.7045
H 1.9452 0.1843 2.3855
H 2.5855 1.4297 1.3131
C -2.0727 2.0178 -4.1991
C -2.8167 0.8399 -3.6282
O -2.2669 0.0020 -2.9295
N -4.1400 0.7372 -3.9367
C -4.9369 1.6357 -4.7535
H -1.0393 1.9675 -3.8728
H -2.0958 2.0203 -5.2897
H -2.5062 2.9564 -3.8530
H -4.5765 -0.0974 -3.5800
H -5.7776 2.0415 -4.1890
H -5.3297 1.1220 -5.6325
H -4.3271 2.4675 -5.0893
C -0.0986 2.2877 -9.1736
C -1.3289 2.3945 -8.3056
O -1.6912 3.4473 -7.8095
N -2.0375 1.2545 -8.0739
C -1.7786 -0.0937 -8.5379
H 0.3421 3.2762 -9.2499
H 0.6297 1.6029 -8.7382
H -0.3524 1.9304 -10.1720
H -2.8504 1.4132 -7.5005
H -2.6107 -0.4699 -9.1349
H -1.6211 -0.7747 -7.6996
H -0.8867 -0.1058 -9.1553
C 5.4758 4.6437 3.2208
C 4.5842 3.4375 3.0578
O 3.3911 3.5337 2.7970
N 5.1426 2.2133 3.1966
C 6.5016 1.8301 3.5546
H 4.8704 5.5315 3.0703
H 5.9149 4.6732 4.2181
H 6.2855 4.6311 2.4909
H 4.4919 1.4685 3.0031
H 6.9586 1.2758 2.7335
H 6.4631 1.1905 4.4358
H 7.1101 2.7028 3.7651
C 5.7302 -2.9685 5.4340
C 5.5464 -1.4747 5.3369
O 6.3524 -0.6727 5.7781
N 4.4212 -1.0121 4.7184
C 3.3726 -1.7572 4.0544
H 6.6669 -3.1566 5.9483
H 4.9136 -3.4285 5.9910
H 5.7625 -3.4258 4.4448
H 4.3412 -0.0080 4.7503
H 3.3034 -1.4593 3.0039
H 2.4062 -1.5695 4.5326
H 3.5655 -2.8243 4.0860
C 1.5642 -5.8723 1.1523
C 1.8458 -4.7291 2.0983
O 2.7246 -4.7898 2.9413
N 1.0762 -3.6100 1.9735
C 0.0082 -3.3522 1.0276
H 2.2580 -6.6737 1.3837
H 0.5437 -6.2381 1.2695
H 1.7040 -5.5669 0.1150
H 1.3111 -2.8858 2.6329
H 0.2307 -2.4877 0.3995
H -0.9384 -3.1687 1.5408
H -0.1272 -4.2104 0.3784

Maximum force: 0.8 eV/Å
E: -53400.096 eV
Charge: +1
Highest occupied orbital energy: -10.789 eV
LUMO level: -0.1083 Eh

Need the Löwdin charges? In units of e they are: N 0.0931; C -0.6449; N 0.0988; N 0.0947; C -0.0309; C -0.2036; C 0.0115; N 0.1216; C -0.0470; N 0.1632; H 0.0835; H 0.0810; H 0.0501; H 0.0743; H 0.0469; H 0.0619; H 0.1250; H 0.1245; H 0.1442; H 0.1828; H 0.1657; H 0.1878; C 0.0038; C -0.5220; O -0.0068; N 0.0208; C -0.0673; H 0.0855; H 0.0579; H 0.0941; H 0.0687; H 0.0881; H 0.0665; H 0.0615; C 0.0096; C -0.5316; O 0.0202; N 0.0046; C -0.0740; H 0.0905; H 0.0623; H 0.0949; H 0.1268; H 0.0803; H 0.0837; H 0.0751; C -0.0063; C -0.5546; O 0.0310; N -0.0001; C -0.0743; H 0.0845; H 0.0853; H 0.0864; H 0.1196; H 0.0834; H 0.0817; H 0.0726; C -0.0017; C -0.5366; O 0.0099; N 0.0126; C -0.0531; H 0.0828; H 0.0861; H 0.0877; H 0.1107; H 0.0894; H 0.0556; H 0.0787; C 0.0026; C -0.5360; O 0.0279; N 0.0134; C -0.0929; H 0.0846; H 0.0897; H 0.0879; H 0.1181; H 0.0641; H 0.0872; H 0.0529; C -0.0068; C -0.5373; O 0.0322; N 0.0214; C -0.0792; H 0.0845; H 0.0845; H 0.0858; H 0.1097; H 0.0773; H 0.0411; H 0.0792